No. 1
Density functional theory data (ωB97M-V with the def2-TZVPD basis set) for a structure of composition H6NP3.

Structure (XYZ):
```
10
Properties=species:S:1:pos:R:3:forces:R:3:mulliken_charge:R:1
N -0.17035 0.04838 -1.83799 3.2 3.4 -3.1 -0.65
P 1.94424 0.19497 0.75088 -0.4 2.4 -0.6 -0.08
P -1.49663 -0.96874 0.74568 0.5 -1.9 -1.7 -0.16
P -0.04152 0.28823 -0.30633 0.5 2.0 1.7 0.23
H 0.71175 0.97368 -2.34762 -3.3 -3.6 1.9 0.25
H 1.25229 -0.40141 1.75490 -0.2 -1.0 1.1 0.03
H 2.46224 -0.85228 0.07592 0.3 -1.6 -0.5 0.08
H -2.33204 -1.05792 -0.47565 0.5 0.4 1.2 0.13
H -2.02290 0.10735 1.35372 -1.0 1.4 0.5 0.08
H -0.30708 1.66775 0.28649 0.0 -1.4 -0.7 0.10
```
Forces are in eV/Å.

Relative energy (zero: lowest compared OMol25 entry of this formula, charge and spin) in kJ/mol: 248.25
LUMO level in eV: 0.513
Kohn-Sham gap in eV: 9.301
Max |F| in eV/Å: 5.544
M in g mol⁻¹: 113.0

No. 2
Density functional theory data (ωB97M-V with the def2-TZVPD basis set) for a structure of composition C32H46ClF5O2P4TcTe.

Structure (XYZ):
```
92
Properties=species:S:1:pos:R:3:forces:R:3:mulliken_charge:R:1
P -1.11265 1.07286 -2.16246 -1.5 0.5 -1.8 2.26
C -2.25251 0.36626 -3.38629 0.0 0.0 0.2 0.49
C -3.49607 0.95553 -3.61268 0.0 0.0 0.1 -0.06
H -3.82447 1.78982 -3.00959 0.0 0.1 0.0 0.41
C -4.32756 0.46339 -4.60608 0.0 0.0 -0.1 -0.86
H -5.29318 0.92112 -4.77023 0.0 0.0 0.0 0.45
C -3.92456 -0.61270 -5.38317 0.0 0.1 0.0 -0.58
H -4.57577 -0.99645 -6.15637 0.0 0.0 0.0 0.43
C -2.68239 -1.19300 -5.16954 0.1 0.0 0.0 -0.93
H -2.36220 -2.03051 -5.77320 0.0 0.0 0.0 0.45
C -1.84402 -0.70608 -4.17994 0.0 0.0 0.1 -0.78
H -0.87911 -1.16997 -4.03665 0.1 0.0 0.0 0.47
C -2.09856 2.19740 -1.13596 0.2 -0.2 0.1 0.10
C -3.06935 1.63655 -0.30496 0.0 0.1 0.0 -0.54
H -3.25024 0.57150 -0.32802 0.0 -0.1 0.0 0.61
C -3.80863 2.44510 0.54226 0.0 -0.1 0.0 -0.78
H -4.56274 2.00552 1.18023 0.0 0.0 0.0 0.48
C -3.59039 3.81691 0.56052 0.1 0.0 -0.1 -0.69
H -4.17593 4.44870 1.21458 0.0 0.0 0.0 0.47
C -2.63134 4.37702 -0.27176 -0.1 0.1 0.0 -0.78
H -2.46905 5.44634 -0.26927 0.0 0.0 0.0 0.46
C -1.88298 3.57237 -1.11845 0.0 -0.1 0.0 -0.37
H -1.12307 4.00843 -1.74722 0.1 0.1 -0.1 0.43
C 0.05749 2.05130 -3.14613 0.2 -0.4 0.4 0.67
C -0.36789 2.73208 -4.28521 -0.2 0.1 0.0 -0.71
H -1.41164 2.73194 -4.56833 -0.1 0.0 0.0 0.51
C 0.55383 3.41085 -5.06556 -0.1 0.0 0.1 -0.72
H 0.22198 3.94279 -5.94632 0.0 0.0 0.0 0.44
C 1.90089 3.39850 -4.72611 0.0 -0.1 0.1 -0.68
H 2.61746 3.92266 -5.34330 0.0 0.0 0.0 0.43
C 2.32758 2.69967 -3.60597 0.0 0.1 0.0 -0.86
H 3.37790 2.67160 -3.35041 0.0 0.0 0.0 0.47
C 1.40771 2.02602 -2.81700 0.2 -0.1 -0.1 0.36
H 1.73187 1.45982 -1.95683 0.1 0.0 0.0 -0.09
Tc 0.81248 -1.96520 0.94487 -0.5 -1.5 -2.0 -2.25
C 1.18887 -0.56055 2.30355 0.2 1.6 0.9 -1.20
C 0.82972 0.73236 2.07548 0.3 -1.0 -0.6 0.62
H 1.66614 -0.83977 3.23983 0.0 0.1 0.2 0.65
C 0.11422 0.98023 0.78609 -0.3 0.5 -0.8 1.91
O 0.63435 2.10600 0.04949 0.6 -0.5 0.8 -0.81
H 0.14022 2.14525 -0.77975 0.4 0.6 0.5 -0.47
C 0.10805 -0.31281 -0.02078 -0.9 1.2 -1.1 0.43
H -0.92456 1.26660 0.97277 -0.3 -0.3 0.4 -0.34
C -0.40630 -0.27541 -1.28294 0.5 -0.4 1.2 0.25
Cl 0.21400 -3.41223 -0.96406 0.1 0.4 0.4 -0.34
P 3.01939 -1.90542 0.06572 2.3 0.3 -1.2 1.21
P -1.30996 -2.50915 1.85526 -2.4 -0.4 0.8 1.26
C 3.68020 -3.55660 -0.33253 -0.4 0.2 0.2 -1.12
H 3.04304 -4.01916 -1.07952 -0.1 -0.1 -0.1 0.37
H 3.65081 -4.16760 0.56372 0.2 0.0 -0.2 0.24
H 4.70089 -3.48711 -0.70273 0.0 0.1 0.0 0.51
C 3.28360 -0.97215 -1.48524 -0.2 0.0 0.3 -1.34
H 3.27456 0.09447 -1.27432 0.0 0.1 0.0 0.29
H 2.47380 -1.20216 -2.17200 -0.1 0.0 -0.1 0.28
H 4.23375 -1.23038 -1.94764 0.1 -0.1 0.1 0.62
C 4.26708 -1.20381 1.20354 -0.4 -0.1 -0.1 -1.42
H 4.21273 -1.75065 2.14075 0.1 -0.1 0.2 0.32
H 4.03455 -0.15908 1.39717 0.0 0.1 0.0 0.23
H 5.27331 -1.28019 0.79730 0.0 -0.1 -0.1 0.48
C -1.45139 -4.24900 2.37656 0.2 0.5 -0.2 -1.44
H -0.88476 -4.38646 3.29166 -0.1 0.0 0.0 0.32
H -1.01524 -4.87939 1.60818 -0.1 -0.1 -0.1 0.33
H -2.49214 -4.52235 2.53729 -0.1 0.1 0.0 0.64
C -1.75198 -1.56619 3.35847 0.1 -0.1 -0.2 -1.40
H -1.81029 -0.50779 3.11491 0.0 0.1 0.0 0.18
H -0.96309 -1.71118 4.09154 0.1 0.0 0.2 0.35
H -2.70085 -1.89287 3.77821 -0.1 -0.1 0.0 0.51
C -2.74640 -2.27251 0.75260 0.3 0.1 0.0 -1.15
H -2.46325 -2.57162 -0.25299 0.0 -0.1 -0.1 0.37
H -3.01951 -1.22156 0.73456 0.0 0.1 0.0 0.05
H -3.60104 -2.86051 1.08055 0.0 0.0 0.1 0.61
P 1.04328 2.04905 3.20377 0.4 1.5 1.3 1.65
C 1.47099 1.42558 4.84601 -0.1 -0.1 -0.4 -1.37
C -0.47567 3.03032 3.34424 0.2 -0.4 -0.2 -1.24
H 2.41346 0.88732 4.80785 0.1 0.0 0.0 0.44
H 0.69683 0.75291 5.20230 -0.1 -0.1 0.1 0.42
H 1.57211 2.25811 5.53755 0.0 0.1 0.0 0.45
H -0.69302 3.49416 2.38594 0.0 0.1 -0.2 0.27
H -0.36248 3.80591 4.09742 0.1 0.0 0.1 0.50
H -1.30423 2.38227 3.61543 -0.1 -0.1 0.1 0.40
C 2.34573 3.22714 2.73835 -0.3 -0.5 -0.2 -1.31
H 3.26836 2.68561 2.54817 0.1 0.0 0.0 0.43
H 2.51300 3.95383 3.53047 -0.1 0.0 0.1 0.49
H 2.04248 3.74010 1.83094 0.0 0.0 -0.1 0.33
H -0.50915 -1.21233 -1.80892 0.1 -0.1 -0.3 0.11
F 2.82937 -6.84661 3.84983 -0.9 3.1 -1.7 -0.35
Te 2.20503 -5.22182 2.85775 -0.1 -0.7 -0.6 2.11
F 0.42721 -6.03869 3.19036 2.8 1.4 -0.3 -0.40
F 2.18756 -4.10379 4.50963 -0.1 -1.9 -2.4 -0.44
F 4.13400 -4.73146 2.60498 -3.1 -0.7 0.4 -0.41
F 2.22445 -6.32230 1.16573 0.1 2.1 2.8 -0.39
O 1.47529 -3.52273 1.85199 2.1 -4.8 3.1 -0.40
```
Forces are in eV/Å.

LUMO level (alpha / beta) in eV: -8.224 / -8.136
Kohn-Sham gap (alpha / beta) in eV: 6.014 / 5.834
2S+1: 4
Charge: +2
Max |F| in eV/Å: 6.154
M in g mol⁻¹: 942.7

No. 3
Density functional theory data (ωB97M-V with the def2-TZVPD basis set) for a cluster of 8 separate species, C44H102BN2O18P in total.

Structure (XYZ):
```
168
Properties=species:S:1:pos:R:3:forces:R:3:mulliken_charge:R:1
C -2.78892 3.93977 -1.04307 0.3 -0.3 0.7 -0.86
C -3.92155 3.63309 -0.07072 0.0 0.0 -0.1 -0.35
O -3.63267 2.49829 0.77274 0.0 0.7 -0.7 -0.37
C -2.76459 2.79493 1.78383 0.9 -0.2 -0.3 -0.38
O -3.15597 3.27387 2.79665 -0.6 0.6 1.1 -0.61
C -1.30387 2.48821 1.52921 -1.2 -0.3 0.1 1.20
C -0.73921 1.75046 2.73279 0.5 0.0 0.0 -1.86
C 0.71761 1.31694 2.60773 0.1 -0.2 0.2 0.60
C 1.00313 0.40867 1.41496 -0.3 -0.2 0.7 0.20
O 0.90291 1.04265 0.16506 0.4 -0.5 -0.2 0.53
C 2.05868 1.45961 -0.59969 -0.1 0.8 0.0 0.88
C 1.63831 1.36570 -2.08167 -0.7 -0.3 0.1 -1.38
C 0.77870 0.17810 -2.51237 0.0 0.3 -0.9 -0.93
O 1.53701 -0.88961 -3.08714 -0.1 -0.2 0.3 -0.54
B 2.25887 3.04995 -0.33921 0.5 0.1 -0.1 1.15
C 3.14147 4.00629 -1.22779 0.0 -0.2 0.1 -0.95
O 1.54695 3.60305 0.68755 -0.2 -0.1 -0.1 -0.87
C 3.37149 0.76896 -0.20508 -0.2 1.1 -0.3 -0.76
O 3.94592 1.64824 0.75180 -0.3 -0.6 0.4 0.62
C 5.32849 1.47848 1.04697 0.6 0.4 0.7 -1.16
C 5.70009 2.23663 2.32224 -0.4 0.0 -0.4 0.95
C 5.53570 3.73040 2.03053 0.1 0.0 -0.1 -1.46
C 5.00899 1.73277 3.60462 0.3 0.6 0.3 -2.01
C 3.88808 2.61597 4.17679 -0.2 -0.1 0.8 2.80
C 2.93773 1.77795 5.05958 0.5 0.1 0.0 -1.60
C 4.46042 3.77564 5.04334 -0.5 0.4 -0.9 -1.81
C 4.43622 0.54329 -1.32239 0.5 -0.7 -0.2 0.05
O 4.69295 1.50572 -2.03406 -0.2 0.6 -0.3 -0.71
O 4.97836 -0.57729 -1.26792 0.2 -0.3 0.2 -0.79
N 3.12542 -0.56424 0.45900 0.4 0.2 0.8 0.70
C 2.64100 -1.64487 -0.44603 -0.3 -0.9 -0.4 -1.64
O 1.27450 -1.73927 -0.24200 0.0 0.0 0.0 0.69
C 0.73809 -2.97967 -0.68116 -0.1 -0.1 0.2 -1.32
C 2.31435 -0.38321 1.69283 -1.0 0.2 0.3 0.17
P 2.04430 -1.96203 2.62833 1.0 -0.8 -0.4 1.08
N 3.20969 -2.97613 2.50419 -0.2 0.6 -0.3 -1.06
O 0.61352 -2.56434 2.31827 -0.3 0.3 0.4 -0.45
O 1.82587 -1.53622 4.16049 -0.1 0.4 -0.2 -0.63
H -2.01871 4.52501 -0.54076 0.0 0.2 -0.1 0.14
H -2.30699 3.00329 -1.31909 -0.1 0.0 -0.4 0.15
H -3.15028 4.47006 -1.91738 0.0 0.1 -0.1 0.49
H -4.82137 3.37072 -0.61785 -0.1 -0.1 0.1 0.41
H -4.12362 4.48363 0.57951 -0.2 0.1 0.0 0.28
H -0.83994 3.46440 1.42525 0.3 -0.1 -0.2 -0.23
H -1.27090 1.91175 0.61271 0.4 0.0 -0.1 0.53
H -0.82727 2.39140 3.60545 -0.1 0.1 0.1 0.61
H -1.33630 0.85985 2.95062 -0.1 -0.1 -0.2 0.29
H 0.91766 0.69528 3.48647 0.0 0.1 0.1 1.22
H 1.42409 2.14412 2.65997 -0.1 0.1 -0.2 -1.37
H 0.19956 -0.33293 1.44188 -0.1 0.0 -0.4 0.66
H 2.48815 1.44444 -2.75262 0.3 0.1 0.2 0.46
H 1.02854 2.25234 -2.28210 0.0 0.1 0.1 0.49
H 0.09002 0.54200 -3.28264 -0.1 0.0 0.0 0.75
H 0.16505 -0.23044 -1.72146 0.2 -0.1 0.2 -0.37
H 1.88680 -0.59388 -3.93137 0.1 0.0 0.0 0.40
H 4.18500 3.80943 -0.98109 0.1 -0.1 0.0 0.04
H 3.06916 3.80934 -2.29364 0.0 0.0 -0.1 0.28
H 2.95950 5.06534 -1.02659 -0.1 0.0 -0.1 0.28
H 1.63590 4.56068 0.64917 0.0 0.0 0.2 0.04
H 5.61969 0.43109 1.15366 -0.2 -0.2 -0.1 0.26
H 5.94126 1.92956 0.26698 -0.1 -0.3 -0.4 0.29
H 6.77145 2.05010 2.41925 0.1 0.0 0.1 0.61
H 6.12673 3.97297 1.14742 0.1 0.1 0.0 0.41
H 5.88092 4.35676 2.84730 0.0 0.1 0.1 0.48
H 4.50800 3.99363 1.78529 -0.1 0.0 0.1 -0.02
H 4.68338 0.69290 3.52171 0.0 0.0 -0.3 0.38
H 5.77619 1.72235 4.38270 0.0 -0.2 0.1 0.60
H 3.29307 3.07533 3.39027 0.0 -0.2 -0.3 -0.87
H 1.93991 2.20798 5.08980 -0.1 -0.1 0.0 0.25
H 3.30614 1.74496 6.08430 0.1 0.0 0.1 0.73
H 2.91428 0.74562 4.71376 -0.4 0.0 -0.1 -0.07
H 4.04134 3.76785 6.04450 0.2 -0.1 0.2 0.49
H 4.15723 4.72935 4.60684 0.1 0.1 0.0 0.35
H 5.54632 3.78637 5.05680 0.1 -0.1 0.3 0.35
H 4.06977 -0.83774 0.74487 0.1 -0.1 -0.4 0.87
H 3.13266 -2.57729 -0.15787 0.1 0.1 0.2 0.62
H 2.89937 -1.46586 -1.48230 0.0 0.5 0.1 0.50
H 0.92939 -3.16076 -1.73747 0.0 0.1 -0.1 0.36
H 1.15449 -3.78959 -0.07733 0.0 -0.1 0.0 0.32
H -0.33027 -2.93131 -0.50728 -0.1 -0.1 0.0 0.23
H 2.89252 0.20092 2.40825 0.4 0.2 -0.3 -1.07
H 3.94781 -2.69377 1.87313 0.1 -0.3 0.0 0.26
H -0.04811 -2.26009 2.95576 -0.1 -0.2 -0.1 0.28
H 2.71259 -1.38608 4.51829 -0.1 -0.1 0.3 0.37
C -4.02041 -5.59541 -0.37905 0.1 0.0 0.2 -1.43
C -3.25825 -4.60378 -1.24242 -0.2 -0.4 -0.2 1.47
C -3.86091 -4.49007 -2.63169 0.1 0.1 -0.1 -1.43
O -1.88369 -4.98785 -1.33189 0.2 0.2 0.1 -0.44
H -3.98665 -6.59630 -0.81924 -0.1 0.0 -0.1 0.44
H -3.56784 -5.66516 0.61081 0.0 0.0 0.0 0.20
H -5.06574 -5.30445 -0.26514 0.0 0.0 0.0 0.37
H -3.26435 -3.62434 -0.76490 0.1 0.0 0.0 -0.51
H -3.82298 -5.45476 -3.14698 -0.1 0.0 0.1 0.42
H -3.29686 -3.77795 -3.23635 0.0 0.0 0.0 0.27
H -4.89995 -4.16199 -2.58485 0.0 0.0 0.0 0.33
H -1.83072 -5.85121 -1.75434 -0.1 0.0 0.0 0.29
C -6.13521 -1.00754 1.09361 -0.1 -0.1 -0.1 -1.63
C -4.73458 -1.39254 0.64456 0.0 0.4 0.1 0.24
C -3.69793 -0.38736 1.12686 0.0 -0.2 -0.2 -0.56
O -4.68672 -1.50346 -0.77973 0.1 -0.2 -0.1 -0.38
H -6.41358 -0.03546 0.67822 0.1 0.1 0.1 0.30
H -6.86434 -1.73641 0.73900 0.0 0.0 0.0 0.44
H -6.20041 -0.94918 2.18075 0.0 0.0 0.0 0.41
H -4.48794 -2.38454 1.02811 0.0 -0.1 -0.1 0.42
H -3.90273 0.60408 0.71495 -0.1 -0.5 0.1 0.31
H -2.69979 -0.67887 0.79478 0.1 -0.1 0.0 -0.01
H -3.69560 -0.31090 2.21517 0.0 0.0 0.1 0.49
H -4.90339 -0.63990 -1.14905 0.0 0.0 0.1 0.25
C -1.46690 -5.87361 3.29789 -0.1 0.1 -0.1 -0.96
C -2.69065 -6.49461 3.95763 0.4 -0.2 0.0 0.44
C -2.31703 -7.24606 5.22642 -0.1 0.0 0.1 -1.40
O -3.35425 -7.36765 3.04402 -0.2 0.1 0.0 -0.53
H -0.75277 -6.64969 3.01063 0.0 0.0 0.1 0.33
H -1.74818 -5.33860 2.38980 0.0 0.0 0.0 0.15
H -0.96350 -5.17746 3.97082 0.0 0.0 0.0 0.31
H -3.41252 -5.71252 4.19675 -0.1 0.0 -0.1 0.26
H -1.62840 -8.06317 4.99514 0.1 0.1 0.0 0.36
H -3.20320 -7.68417 5.68594 0.0 0.0 0.0 0.33
H -1.83771 -6.58727 5.95181 0.0 0.0 0.0 0.37
H -2.74115 -8.07265 2.81105 0.0 0.0 0.0 0.35
C -6.04232 -2.41759 -5.55236 -0.1 0.1 0.0 -0.71
C -5.46827 -1.01035 -5.54429 0.3 -0.4 0.1 0.35
C -4.01234 -1.00232 -5.98659 0.0 0.2 0.0 -1.18
O -5.58417 -0.44024 -4.23975 -0.1 0.2 0.0 -0.50
H -5.49431 -3.05740 -4.85697 0.1 0.0 -0.1 0.03
H -7.08425 -2.41275 -5.23241 0.0 0.0 0.0 0.35
H -5.98580 -2.86528 -6.54480 0.0 0.0 0.0 0.16
H -6.05352 -0.37015 -6.20588 0.0 0.1 0.1 0.30
H -3.40512 -1.60409 -5.30442 0.0 -0.1 0.0 0.20
H -3.61318 0.01242 -5.97254 0.0 0.0 0.0 0.34
H -3.90137 -1.40648 -6.99395 0.0 0.0 0.0 0.39
H -5.07012 -0.99333 -3.64009 0.0 -0.1 0.0 0.26
C 10.41037 4.65397 -1.34490 0.1 0.0 0.2 -1.47
C 8.94390 4.42357 -1.01282 0.1 0.2 -0.4 0.62
C 8.12950 4.11309 -2.25959 -0.1 0.0 0.1 -1.12
O 8.40649 5.56501 -0.34104 -0.1 -0.2 0.2 -0.56
H 10.51748 5.51020 -2.01654 0.0 0.0 -0.1 0.36
H 10.97832 4.87385 -0.44038 0.0 0.0 0.0 0.36
H 10.84895 3.78019 -1.82833 0.0 0.0 0.0 0.37
H 8.85611 3.59594 -0.30719 0.0 0.1 0.1 0.22
H 8.17081 4.95436 -2.95772 0.1 0.0 0.0 0.38
H 7.08196 3.94733 -2.00619 0.0 -0.1 0.0 0.17
H 8.50381 3.22411 -2.76778 0.0 0.0 0.0 0.37
H 8.46869 6.31841 -0.93703 0.0 0.0 0.0 0.34
C -7.78156 -6.66915 -7.80718 -0.1 0.1 0.0 -1.44
C -6.69479 -5.70907 -7.34742 0.1 -0.5 0.0 0.54
C -5.32435 -6.13392 -7.85335 0.1 0.1 0.0 -1.25
O -6.68635 -5.61734 -5.92372 0.0 0.2 0.0 -0.49
H -7.59337 -7.67234 -7.41506 0.1 0.0 0.0 0.37
H -8.75524 -6.34942 -7.43584 0.0 0.0 0.0 0.35
H -7.82553 -6.72771 -8.89553 0.0 0.0 0.0 0.37
H -6.92088 -4.70503 -7.70840 0.0 0.1 0.1 0.26
H -5.06372 -7.12104 -7.46187 -0.1 0.0 0.0 0.33
H -4.55896 -5.43470 -7.51473 0.0 0.0 0.0 0.30
H -5.29874 -6.17807 -8.94300 0.0 0.0 0.0 0.39
H -6.49055 -6.49292 -5.57405 0.0 0.0 0.0 0.32
C 0.11544 6.56883 4.86215 0.1 -0.1 0.1 -1.55
C 0.18070 6.03804 3.43833 -0.4 0.2 0.1 0.91
C -0.28746 7.08044 2.43294 0.1 -0.1 -0.1 -1.41
O -0.60171 4.85270 3.31622 0.3 0.1 0.0 -0.27
H -0.91412 6.82573 5.12460 0.0 0.1 -0.1 0.38
H 0.45364 5.80971 5.56797 0.0 0.0 0.0 0.33
H 0.73490 7.45855 4.98389 0.0 0.0 0.0 0.42
H 1.20654 5.74283 3.20697 0.0 -0.1 0.0 -0.04
H -1.32898 7.35160 2.62442 0.0 0.0 0.1 0.36
H -0.23461 6.68445 1.41710 0.0 0.0 0.0 0.28
H 0.31947 7.98535 2.48500 0.0 0.0 0.0 0.41
H -1.52280 5.06497 3.51280 0.0 -0.1 0.0 0.23
```
Forces are in eV/Å.

SMILES: CCOC(=O)CCC[C@H]1O[C@@](CCO)(B(C)O)[C@](OC[C@@H](C)CC(C)C)(C(=O)[O-])[N@H+](COC)[C@@H]1P(=N)(O)O.CC(C)O.CC(C)O.CC(C)O.CC(C)O.CC(C)O.CC(C)O.CC(C)O
LUMO level in eV: 0.284
Kohn-Sham gap in eV: 9.059
Max |F| in eV/Å: 1.397
M in g mol⁻¹: 989.1

No. 4
Density functional theory data (ωB97M-V with the def2-TZVPD basis set) for a cluster of 2 separate species, C5H13N2 in total.

Structure (XYZ):
```
20
Properties=species:S:1:pos:R:3:forces:R:3:mulliken_charge:R:1
C -0.52030 0.42771 0.53792 0.1 0.4 1.5 -0.50
C -0.52393 -0.94662 0.82879 0.7 -0.1 0.9 -0.33
C 0.84423 -0.38460 0.05286 -1.8 -0.2 -1.5 0.83
C 1.91887 -0.10137 0.80849 1.1 -0.6 0.2 -0.19
N 3.18987 -0.29895 0.25099 0.1 0.4 0.1 -0.54
C 0.87761 -0.73431 -1.41629 0.1 0.0 0.3 -1.36
N -3.49054 1.38183 -0.31971 -0.2 0.3 -0.5 -0.76
H -0.28552 1.11092 1.34265 0.0 0.1 -0.1 0.26
H -1.16213 0.84051 -0.21754 0.1 -0.1 -0.6 0.26
H -0.13323 -1.31359 1.77326 -0.7 0.1 0.1 0.26
H -1.16088 -1.62413 0.27688 0.5 -0.1 -0.4 0.28
H 1.90123 0.18172 1.86092 -0.6 0.3 -0.1 0.37
H 3.80518 0.48139 0.47514 0.1 -0.1 0.2 0.29
H 3.60353 -1.12146 0.69545 0.1 -0.1 -0.3 0.30
H -0.07596 -0.46284 -1.87330 0.2 0.1 -0.1 0.36
H 1.71563 -0.23642 -1.88999 0.0 0.1 -0.2 0.42
H 0.99343 -1.80273 -1.55430 0.1 -0.2 0.0 0.32
H -3.91742 0.70450 -0.94867 0.0 -0.1 0.2 0.24
H -3.32277 2.17486 -0.93906 0.2 0.0 0.1 0.25
H -4.25690 1.72357 0.25550 0.1 -0.2 0.2 0.25
```
Forces are in eV/Å.

Relative energy (zero: lowest compared OMol25 entry of this formula, charge and spin) in kJ/mol: 340.89
LUMO level in eV: -5.244
Kohn-Sham gap in eV: 8.614
Charge: +1
Max |F| in eV/Å: 2.403
M in g mol⁻¹: 101.2

- Look up the M of the fourth one.
  101.2 g mol⁻¹